Entry 1:
42
Properties=species:S:1:pos:R:3:forces:R:3:mulliken_charge:R:1 method="wB97M-V/def2-TZVPD" max_force_ev_per_a=2.2 lumo_energy_ev=-10.0 homo_ev=-11.88 total_charge=+2
H -4.78771 1.90301 0.63092 -0.170 -0.013 0.229 0.25
Yb 5.06020 -1.02341 2.45933 1.508 -0.790 1.456 1.54
N -3.83725 1.82662 0.96700 0.281 -0.114 -0.271 -0.56
H 2.68117 0.67032 2.08913 -0.025 -0.227 0.160 0.69
H 4.41871 0.95667 1.66476 -0.070 0.167 0.008 0.38
H -1.96357 3.37888 0.26549 -0.008 0.002 -0.165 0.07
H -1.28267 -3.87061 0.00877 -0.041 -0.099 0.079 0.38
C -1.29235 0.12081 1.42594 -0.339 -0.011 0.279 -1.51
C 3.45760 0.47118 1.33276 -0.040 0.706 -0.636 -0.42
H -0.48415 0.99190 -2.64606 -0.233 -0.098 -0.022 0.48
H -2.46162 -2.62132 0.43660 -0.079 -0.034 0.081 0.34
C -1.78520 -2.96917 -0.34070 0.253 0.215 -0.044 -1.23
H 1.43344 -3.10036 -0.22983 -0.007 -0.067 -0.065 0.54
O 0.45954 0.86249 3.15254 0.195 0.040 -0.131 -0.63
H 0.92803 -1.76515 -2.88896 0.015 0.086 -0.158 0.38
H 1.95613 -1.42830 -0.18615 -0.010 0.132 -0.057 0.17
C 1.13141 -2.09316 0.07100 0.063 -0.273 0.110 -1.17
H -0.61742 -0.70455 1.63130 0.055 -0.066 -0.030 0.66
H 1.84034 1.76150 -2.14103 -0.115 0.040 -0.093 0.52
H -2.29929 -0.16009 1.75038 -0.184 0.048 -0.319 0.60
H -2.36747 -3.24475 -1.21772 -0.167 -0.003 -0.001 0.35
C -0.21058 1.32339 -1.64523 0.078 0.140 0.149 -1.19
H -3.24825 2.58132 -1.37049 0.277 0.149 -0.200 0.15
H 3.64861 -0.64291 1.25916 -1.498 0.203 -0.912 -0.19
H -0.33253 -2.97184 -2.96253 -0.096 -0.063 -0.111 0.41
H -2.60443 -0.07451 -1.07612 0.019 -0.048 -0.015 0.10
O 3.16964 0.93419 0.09200 -0.264 -0.050 -0.067 -0.44
C -0.13141 -1.93573 -2.69549 0.226 -0.029 0.376 -1.23
H 1.66101 2.34392 0.17735 -0.085 0.008 0.265 0.43
O -1.87128 1.72363 3.51602 0.446 -0.281 -0.307 -0.53
P -1.38819 0.39391 -0.47532 0.232 0.180 -0.004 0.52
C 1.29342 1.07293 -1.49376 0.397 -0.026 -0.114 -0.56
Si -0.49128 -1.71779 -0.86213 0.177 -0.386 -0.249 0.34
H -0.48301 2.41929 1.87892 -0.110 0.201 -0.113 0.09
H 1.19695 0.65400 0.60527 -0.189 0.098 0.142 -0.24
H -0.42430 2.39362 -1.62045 -0.056 0.038 0.170 0.72
P -2.75979 2.24586 -0.09091 -0.406 0.099 0.309 0.02
C 1.75552 1.28875 -0.07838 0.032 0.079 -0.036 -0.03
S -0.81282 1.35072 2.63473 0.158 0.033 0.223 0.97
H 1.57072 0.07813 -1.83770 -0.105 -0.114 0.108 0.06
H -0.71712 -1.28983 -3.34352 -0.101 0.003 -0.117 0.37
H 0.99123 -2.13358 1.15310 -0.015 0.125 0.091 0.42

***

Entry 2:
65
Properties=species:S:1:pos:R:3:forces:R:3:mulliken_charge:R:1 method="wB97M-V/def2-TZVPD" max_force_ev_per_a=4.7 lumo_energy_ev=3.6 homo_ev=-5.60 de_lowest_kj_mol=143.6 total_charge=-2
O -3.53073 2.06447 0.74181 2.099 -1.055 0.095 -0.64
C -1.23814 0.27436 -3.30295 -0.634 1.064 -0.631 0.81
C -1.55211 2.15622 2.17678 0.515 0.280 1.092 0.82
O -1.78470 3.04577 2.96399 -0.545 0.164 -0.689 -0.80
H -3.35241 -2.08120 1.62425 -0.367 0.291 -0.587 0.32
O -0.32392 0.19939 -4.30946 -0.314 0.449 0.572 -0.50
B -0.52485 0.31474 1.26495 0.747 -0.012 -0.295 0.49
H 2.12264 -2.54617 -2.20609 0.071 0.331 -0.099 0.22
O 4.86847 -1.85051 -0.48828 0.800 -0.123 -0.092 -0.70
H 1.35943 -3.44014 -1.25203 -0.150 0.014 0.217 0.31
H 2.34709 -4.70370 1.48496 -0.249 0.409 -0.161 0.41
H -4.10150 3.77439 -0.43289 -0.063 -0.339 0.132 0.40
O -2.90034 -2.76466 2.11896 -0.136 -0.348 0.404 -0.58
O 2.00529 -3.46322 -1.95812 0.213 -0.565 -0.141 -0.63
O -0.36942 -1.10759 1.75648 -1.184 1.499 0.908 -0.24
O -3.68704 4.52047 -0.86627 -0.134 0.552 -0.204 -0.64
O -0.49026 1.40284 2.29490 0.316 -1.357 -0.686 -0.48
H 1.74854 2.33918 0.05826 -0.233 -0.308 -0.220 0.24
O 2.79190 -5.46119 1.86518 0.343 -0.426 -0.005 -0.66
H -0.02007 -2.83251 3.34325 0.201 0.013 -0.427 0.30
H -1.11747 -3.19090 4.32262 -0.155 -0.027 0.215 0.27
O -1.95987 -1.37870 -1.67824 1.873 0.084 -2.603 -0.72
O -4.28567 -1.30654 0.06544 -0.462 -0.154 0.371 -0.66
H -5.53317 2.79468 1.65288 0.514 -0.147 -0.066 0.34
H -0.19342 3.64745 4.14294 -0.434 -0.310 -0.284 0.35
H 3.55735 1.11905 0.85852 -0.176 0.394 0.054 0.35
H 2.55780 -5.43622 2.79297 -0.150 0.087 0.155 0.30
C 2.34092 -2.03062 -4.99644 3.480 -0.377 0.038 0.75
O 1.49822 -3.22048 -6.95497 -0.664 3.027 2.612 -0.67
H -2.76857 4.47218 -0.60110 0.170 -0.095 0.016 0.27
H 3.95928 -1.56697 -0.39233 -0.435 0.043 0.252 0.54
B 0.30564 -1.13383 -4.34801 0.556 -0.959 -0.206 1.16
H 4.90070 0.05555 -1.43330 -0.093 -0.479 0.317 0.35
H -2.47424 -2.29835 2.83814 0.278 -0.019 -0.026 0.26
O -6.37795 3.14228 1.36695 -0.269 0.222 -0.077 -0.63
O -2.34741 6.00910 3.15178 0.082 0.499 0.199 -0.66
O 3.51271 -2.40091 -5.02551 -2.227 0.881 0.313 -0.66
H -5.03371 -0.73041 -0.09182 -0.133 0.175 0.055 0.31
H -7.02080 2.69045 1.91360 -0.154 -0.095 0.090 0.29
C -2.42025 1.61671 1.01668 -1.564 0.231 0.445 0.27
O 2.26267 2.78035 0.73448 0.165 0.098 0.063 -0.66
O 1.00425 -2.89080 1.43989 -0.889 3.865 -0.723 -0.63
O 0.19195 -1.88233 -5.63475 -1.344 0.898 -0.537 -0.54
O 5.44271 0.73181 -1.83967 0.236 0.757 -0.218 -0.68
H 5.03575 1.29476 0.58402 0.144 0.115 -0.236 0.27
H 4.81207 -2.79690 -0.62017 -0.122 -0.218 -0.174 0.30
C 0.64355 -1.71161 1.22119 1.215 -2.948 -0.330 0.75
C 1.32178 -2.39211 -6.02212 0.069 -3.760 -2.741 0.43
O -1.80495 0.53499 0.57696 -0.560 0.451 -0.255 0.08
H 5.91960 0.27349 -2.53159 0.006 -0.182 -0.097 0.28
O 0.65847 0.45843 0.31090 -0.815 -0.259 0.344 -0.04
O 4.39913 0.66892 0.92937 0.086 -0.364 0.307 -0.57
H 1.99983 3.69881 0.67481 0.035 0.238 0.131 0.30
O -0.38167 -1.90929 -3.31424 -1.829 0.933 1.585 -0.52
O 2.28429 -1.00049 -0.41577 -3.045 1.676 1.303 -0.49
O -1.96730 1.20577 -2.98686 1.934 -1.782 -0.932 -0.61
H -3.17736 6.05983 2.67761 -0.189 -0.041 -0.149 0.32
H 0.55819 4.75126 4.85608 -0.017 0.200 0.102 0.27
C -1.25838 -1.11360 -2.66713 -0.728 -1.252 2.091 0.43
O 1.77520 -1.25909 -4.09315 -0.210 0.834 0.403 -0.38
O -0.47415 -3.58079 3.73071 -0.040 -0.281 0.555 -0.62
H -2.03444 5.11852 2.99316 0.072 -0.516 -0.053 0.41
H -3.64292 -1.05136 -0.59637 0.701 0.028 -0.398 0.37
C 1.27854 -0.68787 0.24415 3.331 -2.138 -1.229 -0.14
O 0.68530 4.00505 4.27022 0.462 0.132 0.132 -0.60

***

Entry 3:
47
Properties=species:S:1:pos:R:3:forces:R:3:mulliken_charge:R:1 method="wB97M-V/def2-TZVPD" max_force_ev_per_a=6.6 lumo_energy_ev="-0.1 / -5.6" spin_multiplicity=2 homo_ev="-9.28 / -9.27"
H -1.29965 2.41505 -2.67943 0.612 0.790 -0.008 0.08
H -0.41978 4.02798 0.90937 0.220 -0.551 0.457 0.24
H -0.06165 1.33716 -3.32442 0.171 -0.032 -0.461 0.32
H -2.08855 5.28377 0.22498 -0.071 0.216 -0.079 0.33
H 0.26296 -2.20833 1.91199 0.351 -0.553 0.432 0.16
O -1.76884 4.64104 -0.41242 -0.841 0.162 -0.604 -0.54
H 0.40394 -1.32704 3.37777 -0.158 0.055 -0.290 0.15
H -2.38709 2.75889 -4.87982 -0.021 0.086 0.212 0.27
H 0.07348 -6.32394 -2.11599 0.801 -0.861 0.112 0.19
N 0.61712 -2.16570 2.85690 -4.091 4.945 -1.340 -0.22
O 2.05558 -2.62376 4.47385 0.482 0.704 1.525 -0.69
H 0.67474 1.13202 0.45592 -0.059 0.162 -0.602 -0.03
H 0.98966 1.42118 2.57992 -0.403 -0.077 -0.026 0.25
C -1.40078 2.29725 -4.83293 0.604 -2.340 0.771 -0.48
H 1.05883 -4.24492 1.99688 0.337 -0.564 0.075 0.33
N 0.53855 -6.14574 -1.23733 1.338 -2.407 -1.199 -0.39
H -2.96336 3.47581 1.74056 0.839 0.432 0.791 0.39
H -1.17200 -3.54860 -0.92259 0.127 -0.436 -0.116 0.08
C -2.25794 2.84244 1.20268 -0.490 -0.638 -0.782 -0.47
H -1.67956 0.19209 -2.30875 0.070 0.092 -0.118 0.20
O 1.44729 1.69158 0.56387 -0.450 0.187 -0.149 -0.45
C -1.09904 1.65355 -3.43307 0.293 2.965 0.322 -0.01
H -1.78699 0.47606 -5.39877 -0.159 -0.096 0.078 0.31
H 3.55160 2.58139 0.67696 0.142 0.059 -0.275 0.34
C 1.83628 1.39110 1.89406 -0.650 -0.575 0.430 0.15
C 2.78287 2.40414 2.39711 0.724 0.495 0.484 -0.68
C -1.22328 3.58592 0.32024 0.250 -0.145 1.114 0.19
H -0.76268 2.88962 -0.38054 -0.063 0.000 -0.056 -0.09
N -0.79364 -4.40542 -1.30049 -0.844 0.648 -0.787 -0.36
H 3.10699 2.11479 3.39677 0.171 -0.103 -0.007 0.34
H 2.21104 0.36781 1.87094 0.533 0.017 0.460 0.31
H 2.35450 3.40127 2.49876 -0.677 -0.009 0.024 0.29
C -0.03253 -5.21813 -0.54639 -0.778 3.214 4.477 0.68
H -3.00545 2.37232 0.56366 0.178 -0.299 -0.661 0.29
N 1.69462 -4.02906 2.75139 0.764 -1.175 -0.246 -0.32
O -1.30828 1.21834 -5.77489 0.025 0.553 -0.352 -0.53
C 1.48152 -2.89888 3.44964 2.887 -3.589 0.330 0.52
H 2.36473 -4.69932 3.10040 -0.343 0.191 -0.138 0.19
H 1.12394 -6.77974 -0.71248 -0.245 -0.306 -0.574 0.26
O -1.69877 1.81548 2.04850 -0.112 1.000 -0.252 -0.45
H -1.34233 1.16017 1.44424 0.022 -0.149 0.063 0.16
H -0.70721 -4.52982 -2.29907 -0.314 0.608 0.189 0.18
H -0.61735 3.00686 -5.09897 -0.137 0.050 0.173 0.31
Br -0.79051 -0.97516 -0.22376 -0.025 0.047 0.052 0.00
O 0.11708 -5.02222 0.69577 -0.303 -0.591 -2.444 -0.78
O 3.90165 2.53023 1.56939 0.786 -0.178 -0.317 -0.54
O -1.98168 0.66045 -3.09039 -1.495 -2.002 -0.690 -0.49

***

Entry 4:
40
Properties=species:S:1:pos:R:3:forces:R:3:mulliken_charge:R:1 method="wB97M-V/def2-TZVPD" max_force_ev_per_a=5.3 lumo_energy_ev=0.2 smiles=CC(C)O.CC(C)O.OCCO.O.O homo_ev=-10.20 de_lowest_kj_mol=175.9
C 7.66551 10.02988 -28.46113 -0.036 -0.985 2.428 0.59
H 12.80292 5.34854 -36.53361 -0.099 -0.320 0.108 0.28
H 12.83840 5.15282 -33.45569 0.031 1.295 0.024 0.31
H 11.87467 13.42305 -32.70288 -0.059 -0.909 0.313 0.35
H 9.06794 15.50414 -31.95696 0.422 -0.166 0.703 0.35
H 6.23385 8.46896 -27.81266 -0.066 0.632 0.757 0.35
H 8.05456 11.82938 -27.32607 0.601 0.108 -0.349 0.40
H 14.76957 6.48063 -35.91444 -0.188 0.000 -0.155 0.28
H 11.96138 16.82289 -31.98096 0.484 -0.036 -0.330 0.34
C 12.93413 5.74636 -35.52733 0.307 0.250 0.856 -0.24
H 11.33483 4.96990 -34.20520 -0.208 -0.471 -0.752 0.36
H 2.39537 11.50506 -29.45935 0.217 -0.066 0.141 0.32
H 1.76336 11.98367 -30.74908 0.013 0.081 -0.230 0.32
C 11.03672 14.99850 -32.73514 0.115 4.304 -0.999 0.57
O 1.54718 11.64388 -29.88071 -0.217 -0.022 0.089 -0.64
H 7.95694 8.35084 -27.20016 -0.368 -0.043 0.118 0.35
O 14.34674 5.94359 -35.24034 -0.836 -0.155 0.020 -0.52
H 11.58179 15.12410 -33.67068 -0.086 0.560 -0.603 0.20
C 9.61502 15.50446 -32.89973 -0.365 1.115 1.331 -1.37
H 13.72951 3.43564 -34.20836 -0.051 0.418 -0.040 0.33
C 12.39979 4.85889 -34.40927 1.234 1.013 1.033 -0.54
C 7.29215 8.63099 -28.01727 -0.443 -0.988 -1.313 -1.38
H 8.89018 14.92930 -33.47581 0.780 0.091 -0.926 0.35
H 9.66853 16.57535 -33.09580 -0.345 -0.053 -0.760 0.34
O 12.81944 3.55485 -34.48970 -0.487 -2.522 -0.918 -0.55
H 6.48987 11.40738 -27.15843 -0.549 -1.007 -0.070 0.32
H 7.81186 10.44858 -26.36041 -0.370 0.000 0.192 0.34
H 11.32307 15.87188 -30.75209 -0.268 -0.372 0.184 0.30
O 6.45733 10.26776 -35.17527 -0.126 -0.049 -0.199 -0.63
O 6.93860 10.59419 -29.48426 -0.035 0.019 -1.688 -0.54
C 7.45706 10.91904 -27.27740 1.006 1.587 1.593 -1.29
H 7.39690 7.86952 -28.79010 0.646 0.102 -0.374 0.36
O 10.98420 13.71653 -32.49667 0.405 -5.170 1.099 -0.52
H 6.16297 10.43708 -34.28033 -0.111 0.021 0.236 0.32
H 7.40457 10.40231 -35.14585 0.242 0.028 -0.023 0.32
H 12.34640 6.66034 -35.44172 0.295 0.492 -0.178 0.28
H 7.49718 11.36784 -29.58937 -0.620 0.651 -0.934 0.34
H 12.82605 15.33915 -31.40637 0.095 -0.078 -0.561 0.34
C 11.86891 15.77633 -31.69073 -1.189 0.705 0.555 -1.25
H 8.73645 10.01485 -28.66351 0.226 -0.059 -0.381 0.16

***

Entry 5:
42
Properties=species:S:1:pos:R:3:forces:R:3:mulliken_charge:R:1 method="wB97M-V/def2-TZVPD" max_force_ev_per_a=2.8 lumo_energy_ev=0.5 smiles=OCCO.OCCO.OCCO.CO.CO homo_ev=-9.63 de_lowest_kj_mol=314.2
H -2.12605 5.59750 1.70367 -0.056 0.033 0.322 0.34
H -2.47262 3.70440 -1.05954 -0.266 0.407 -0.468 0.27
O 2.53587 -1.75399 -0.38490 -0.348 -0.158 -0.010 -0.50
H -3.29698 3.56682 1.30161 0.639 -0.027 -0.732 0.25
H -3.31455 0.06410 2.71954 0.122 -0.247 0.363 0.31
C -1.20208 -1.83341 -2.02682 0.202 -0.691 -0.106 -0.49
H 0.07439 -3.35027 -1.48814 0.878 -1.009 -0.262 0.07
O -0.36653 -2.27345 0.18594 0.633 -0.329 1.018 -0.51
C -2.67774 -1.62565 3.55525 0.191 1.821 -0.878 -0.32
H -1.59332 -3.57874 -0.89168 0.091 -0.281 0.247 0.40
H 0.17581 5.64387 1.14885 -0.425 -0.255 -0.100 0.27
H 0.36707 -2.78197 0.59683 -0.723 0.661 -0.423 0.31
H -1.89880 5.49988 -0.05881 -0.160 -0.153 0.498 0.23
H -1.69952 -2.37593 -2.88288 0.815 0.676 0.571 0.35
O -3.13519 -0.23939 3.61939 0.101 -0.693 0.193 -0.52
C -0.75030 -2.89233 -1.00366 -0.829 0.998 -1.296 -0.15
H 4.25582 -1.13080 -2.18887 -0.184 0.180 0.205 0.30
O 4.43612 -2.03806 -2.43294 0.546 -0.152 -0.563 -0.52
H -3.34799 -2.30191 4.00303 -1.245 -0.582 0.707 0.26
C 4.40278 -2.83821 -1.28665 -0.488 -0.702 0.315 -0.64
H 4.82086 -3.82319 -1.49822 0.231 0.070 -0.385 0.38
C -1.69496 4.99098 0.91346 0.050 0.236 -0.794 -0.34
O -0.08891 -1.00276 -2.46468 -1.494 -0.873 0.559 -0.51
H -2.62160 -1.86545 2.50430 0.551 -0.490 -0.204 0.07
H -1.98915 -1.27210 -1.52514 -0.006 0.548 -0.162 0.26
H -0.50757 1.66814 -0.48372 0.473 -0.014 -0.052 0.20
H 1.77145 -1.43898 -0.88616 -0.053 -0.183 -0.006 0.33
H 4.97161 -2.42493 -0.45315 0.088 0.203 0.038 0.31
H -1.73423 -1.73416 4.07787 0.312 0.198 -0.212 0.21
O 0.30713 1.13470 -0.52269 -0.932 -0.828 -0.159 -0.45
H 1.18632 2.75289 0.31487 0.227 0.042 0.178 0.18
C -2.25832 3.59093 0.86901 -1.194 0.685 0.318 -0.32
H -1.64828 2.98420 1.50793 0.325 -0.449 0.333 0.29
O -0.30933 4.81012 1.05020 1.055 0.386 0.278 -0.47
H 3.00964 -3.71784 0.03140 -0.479 -0.194 -0.238 0.27
C 2.96841 -3.04681 -0.83581 1.325 1.421 0.974 -0.17
C 1.43170 1.95808 -0.39400 -0.937 2.489 -0.848 -0.63
H 2.40772 -3.39545 -1.67379 -0.657 -0.456 -0.397 0.24
H -0.13372 -0.25163 -1.85614 0.524 0.335 0.024 0.36
H 1.62439 2.52141 -1.35921 0.283 -0.887 0.829 0.28
O -2.15190 3.06359 -0.43771 0.157 -1.008 0.403 -0.49
H 2.27254 1.43586 -0.00785 0.655 -0.731 -0.080 0.29